Computed, not measured: a molecular structure, C51H97N6NiO12 in a non-equilibrium geometry, with ωB97M-V with the def2-TZVPD basis set.

XYZ file:
```
167
Properties=species:S:1:pos:R:3:forces:R:3
Ni -8.2251 4.9256 18.2757 -0.543 0.418 1.113
N -9.8016 6.8917 18.7870 -2.087 0.198 0.833
O -10.6414 7.6335 19.1685 -1.361 2.129 0.601
O -8.7234 6.7268 19.2240 7.945 2.000 5.775
O -9.9558 6.0589 17.9558 -4.601 -4.820 -7.406
C -8.6090 1.8020 21.0570 0.536 4.483 -3.325
C -8.2967 2.9278 20.1444 0.281 -2.873 2.949
C -6.9270 3.6392 20.2569 0.206 -3.834 4.644
O -6.6853 4.5988 19.5458 0.148 2.495 -2.584
C -6.0582 3.1756 21.3162 -0.779 4.187 -4.125
C -6.2594 2.0525 22.0056 3.231 -3.492 3.244
C -7.6041 1.3982 21.9099 -1.316 -5.741 3.130
O -7.8771 0.3126 22.6019 1.525 3.406 -1.458
O -5.2705 1.5462 22.6904 -3.026 0.857 -1.414
O -9.0736 3.3956 19.2860 -0.902 1.297 -1.416
H -9.6056 1.4022 21.1721 0.078 -0.116 -0.336
H -5.1401 3.7370 21.4076 0.183 -0.160 0.149
C -9.5374 2.5944 16.4952 1.371 0.474 -2.283
C -8.6870 3.3772 15.3850 -0.813 -1.129 0.439
C -9.7192 4.1793 14.5241 1.270 0.037 0.312
C -9.0140 5.3172 13.7890 -1.180 0.126 -1.159
C -8.2129 6.2622 14.6508 -0.841 -1.308 -0.754
C -7.1852 5.4897 15.4543 1.964 0.071 0.945
N -7.8272 4.3274 16.1519 -0.411 0.383 -0.367
O -6.9146 3.5999 16.9558 -0.045 0.359 0.162
C -5.8737 5.0900 14.6328 -0.556 0.342 0.127
C -6.6906 6.5206 16.4905 0.562 -0.054 -0.086
C -7.8446 2.3681 14.5177 -0.433 0.686 0.599
H -8.8916 2.0126 17.1530 -0.196 0.402 0.260
H -10.1037 1.8791 15.8988 -0.557 0.065 0.263
H -10.1443 3.3737 16.9562 -0.137 -0.619 0.421
H -10.1743 3.5531 13.7567 0.081 -0.395 0.187
H -10.5385 4.5137 15.1606 0.148 0.297 0.133
H -9.7701 5.9239 13.2906 -0.324 0.063 -0.030
H -8.4964 4.8920 12.9291 0.671 -0.055 0.164
H -8.9776 6.7344 15.2675 0.356 0.097 0.597
H -7.7892 7.0450 14.0217 0.413 -0.075 0.204
H -5.5922 5.9783 14.0674 -0.273 -0.151 -0.573
H -4.9539 4.9161 15.1913 -0.456 -0.066 0.880
H -5.9475 4.1920 14.0194 -0.368 0.367 -0.299
H -5.9791 6.1377 17.2221 0.018 -0.219 -0.001
H -6.1584 7.2530 15.8835 0.175 0.206 0.174
H -7.4547 7.0966 17.0125 -0.376 -0.278 -0.017
H -8.4726 1.5418 14.1844 -0.128 0.115 -0.015
H -7.0429 1.9260 15.1092 0.015 -0.045 -0.008
H -7.3925 2.8450 13.6480 -0.149 -0.025 -0.047
H -6.2899 3.0797 16.4451 0.560 -0.226 -0.680
C -3.5612 -0.6571 16.9079 0.040 1.293 0.041
C -4.4826 0.3891 17.6680 -0.055 -2.206 0.227
C -4.2319 0.1067 19.1715 1.162 0.915 -0.152
C -3.0484 0.8858 19.7707 0.666 0.715 0.317
C -3.0496 2.3707 19.4436 -1.292 0.362 -0.543
C -3.1941 2.6571 17.8674 -0.198 0.574 2.554
N -4.2982 1.7987 17.3762 0.216 1.070 1.562
O -4.6088 2.1721 16.0811 -0.330 -0.303 -0.920
C -3.5733 4.2200 17.6919 -1.119 -1.837 -0.232
C -1.8059 2.3973 17.3035 1.289 0.523 -0.945
C -5.9696 -0.0630 17.4135 1.124 1.107 -0.139
H -3.9794 -1.6636 16.9044 -0.248 0.179 -0.026
H -2.5931 -0.7250 17.4042 0.116 0.097 -0.043
H -3.3891 -0.3252 15.8840 0.008 -0.212 -0.262
H -5.1743 0.2976 19.6849 0.298 -0.029 0.496
H -3.8644 -0.9122 19.2941 -0.930 -0.374 -0.131
H -2.0426 0.5425 19.5286 -0.061 -0.785 -0.870
H -3.0038 0.7319 20.8488 -0.609 0.253 0.200
H -2.1830 2.9152 19.8185 0.308 -0.265 -0.173
H -3.8679 2.7902 20.0289 -0.396 0.221 -0.538
H -3.3809 4.5752 16.6795 0.852 0.195 0.187
H -4.6582 4.3224 17.7173 -0.198 -0.415 0.385
H -3.2618 4.8604 18.5171 0.698 -0.138 -0.281
H -1.5464 2.9676 16.4116 -0.593 -0.034 -0.627
H -1.0365 2.8250 17.9464 -0.184 -0.095 0.571
H -1.4617 1.3825 17.1042 -0.542 -0.268 0.220
H -6.6532 0.6631 17.8533 -0.023 -0.045 0.273
H -6.0718 -1.0341 17.8978 -0.276 0.009 -0.290
H -6.1798 -0.0735 16.3440 -0.036 -0.406 -0.061
H -3.8496 1.9050 15.5577 0.225 -0.049 -0.676
C -14.1125 5.7318 24.5544 0.037 -0.173 -1.370
C -12.8799 4.9772 25.1531 1.292 0.885 0.640
C -12.9092 3.4566 25.0081 -0.549 -0.660 -1.424
C -12.7357 3.0020 23.5381 1.370 1.799 1.768
C -11.3124 3.5582 23.0998 -2.312 -1.620 -0.422
C -11.0706 5.0720 23.2168 0.663 -1.042 0.142
N -11.5030 5.4833 24.6174 -0.978 -5.023 -0.870
O -11.2582 6.7603 24.8411 -0.145 2.833 0.379
C -9.5527 5.2203 23.0538 0.239 -0.028 -0.341
C -11.6959 5.7833 22.0105 -1.865 0.860 0.231
C -12.9078 5.2111 26.6960 -0.881 0.502 -0.145
H -14.2604 5.6717 23.4761 0.641 -0.704 -0.358
H -14.0761 6.8202 24.5989 0.164 0.118 0.999
H -15.0964 5.3767 24.8610 0.188 0.018 0.873
H -12.1498 2.9501 25.6038 0.102 0.418 0.220
H -13.8859 3.0986 25.3336 -0.160 0.056 0.417
H -13.5942 3.4667 23.0531 0.198 -0.381 -0.848
H -12.6975 1.9140 23.4850 -0.342 0.074 -0.265
H -11.2977 3.1382 22.0940 0.782 0.850 -0.546
H -10.5862 2.9436 23.6318 0.165 0.383 0.326
H -9.3302 4.9662 22.0174 -0.055 -0.075 -0.280
H -9.1595 6.2301 23.1712 -0.131 0.030 0.448
H -8.9771 4.4857 23.6169 -0.212 0.301 0.447
H -11.5321 5.3592 21.0198 0.530 -0.427 0.290
H -12.7821 5.7856 22.1014 -0.295 -0.343 -0.002
H -11.5261 6.8535 21.8923 0.767 0.140 0.314
H -13.9527 5.2771 26.9990 -0.334 0.004 -0.132
H -12.5052 6.1729 27.0139 0.457 -0.169 -0.157
H -12.5594 4.3771 27.3053 0.696 0.135 -0.320
H -11.8618 7.1913 24.2316 -0.092 1.190 -0.192
C -13.6714 4.7362 15.7673 -0.086 -1.116 1.397
C -14.3444 3.6996 16.7322 -0.404 -0.994 -0.813
C -14.7297 2.5149 15.7518 -0.842 -0.573 1.329
C -14.9737 1.1573 16.4251 -0.251 0.053 -0.260
C -13.7905 0.8077 17.2487 0.268 -0.724 -0.616
C -13.4127 1.8192 18.3122 0.029 -0.763 0.594
N -13.3117 3.1845 17.7021 0.152 -1.366 -1.854
O -12.8833 4.1587 18.6076 -0.524 0.143 0.275
C -14.4217 1.7824 19.4762 0.152 0.651 0.061
C -12.0703 1.3020 18.8541 0.742 1.799 0.523
C -15.5700 4.2731 17.4807 0.395 0.318 -0.186
H -14.3088 5.0554 14.9428 -0.367 0.371 0.485
H -13.3209 5.5051 16.4558 0.231 0.585 -0.772
H -12.8740 4.1819 15.2722 0.448 0.323 0.292
H -15.6865 2.6820 15.2570 0.234 0.889 -0.410
H -13.9228 2.3684 15.0337 -0.065 0.151 -0.114
H -15.9023 1.0691 16.9890 -0.127 0.632 0.313
H -15.1234 0.3650 15.6917 0.160 0.105 -0.485
H -12.9593 0.6471 16.5621 0.388 0.472 -0.141
H -13.9138 -0.2110 17.6162 -0.080 0.117 0.873
H -14.2508 1.0016 20.2172 0.014 -0.406 -0.402
H -15.4375 1.7354 19.0837 -0.085 0.014 0.301
H -14.2752 2.6944 20.0550 -0.277 0.242 -0.066
H -11.2562 1.3267 18.1296 -0.242 -0.275 -0.324
H -12.0976 0.3447 19.3745 -0.398 -0.059 -0.322
H -11.7281 2.0339 19.5858 0.102 0.003 0.331
H -16.2337 4.9030 16.8883 -0.112 -0.442 -0.623
H -16.1289 3.4596 17.9433 -0.084 0.210 0.078
H -15.2509 5.0014 18.2263 0.310 -0.401 0.407
H -12.1780 4.5934 18.1226 0.507 0.166 0.243
C -5.7979 9.8694 23.8199 -0.148 1.100 -0.347
C -6.9016 8.9181 23.3951 -1.021 0.184 0.658
C -6.8355 8.6979 21.8967 -0.406 -0.960 -1.027
C -5.6728 7.8870 21.4330 0.654 0.804 0.111
C -5.7644 6.5654 22.1552 -0.572 0.171 -1.212
C -5.7940 6.6414 23.6704 0.921 -1.951 0.893
N -6.8147 7.5853 24.1640 -1.366 0.307 -3.610
O -6.9260 7.7295 25.5476 1.128 0.040 -0.682
C -6.1161 5.1365 24.1527 0.366 0.957 -0.967
C -4.3366 6.9245 24.1144 0.559 1.037 1.046
C -8.3054 9.5264 23.5961 -0.714 -0.305 0.951
H -4.9319 9.7378 23.1712 0.394 -0.306 0.699
H -5.6330 9.8957 24.8970 0.468 -0.514 -0.018
H -6.0574 10.9106 23.6282 -0.490 0.138 -0.236
H -7.6446 8.0767 21.5124 -0.703 -0.249 0.755
H -7.0277 9.5380 21.2292 0.463 0.946 0.757
H -4.7029 8.3509 21.6128 0.202 0.220 0.210
H -5.7600 7.8849 20.3465 0.120 -0.869 -0.132
H -4.9243 5.9720 21.7943 -0.221 -0.524 0.437
H -6.7124 6.1278 21.8424 0.096 -0.413 -0.192
H -6.1786 5.0459 25.2372 -0.173 -0.021 -0.151
H -6.9473 4.6915 23.6058 -0.664 0.665 0.523
H -5.3799 4.4453 23.7423 0.830 0.292 0.445
H -3.9416 7.9263 23.9455 -0.496 0.361 -0.538
H -4.2104 6.8769 25.1960 -0.122 -0.530 0.338
H -3.5467 6.3068 23.6872 -0.519 -0.575 -0.096
H -9.0684 8.7724 23.4026 0.120 -0.292 0.016
H -8.5962 10.3580 22.9543 0.731 0.095 -0.361
H -8.5168 9.8862 24.6030 0.320 -0.134 0.279
H -5.9918 7.8927 25.6966 0.321 0.310 1.468
```
Forces are in eV/Å.

Its LUMO energy (alpha / beta) is 1.84 / 1.84 eV. The spin multiplicity is 3. The net charge is -1. The calculation puts the total energy at -129002.0306 eV. Its HOMO-LUMO gap (alpha / beta) is 6.18 / 6.18 eV. The value obtained for the strongest force on any atom is 0.195 hartree/bohr.


Computed, not measured: a molecular structure, C18H31GeO5Pt, with ωB97M-V with the def2-TZVPD basis set.

XYZ file:
```
56
Properties=species:S:1:pos:R:3:forces:R:3
Pt 0.0534 -0.4942 0.4030 -0.008 -0.359 0.016
C -0.2678 -3.7433 -0.5616 0.054 0.041 0.007
O 0.4695 -2.9650 0.3774 0.094 0.121 -0.074
C 1.8814 -3.0541 0.1777 -0.092 -0.064 -0.089
C 2.5382 -2.5501 1.4275 0.066 0.020 0.070
O 2.0929 -1.2190 1.6767 0.029 0.247 0.169
C 1.7649 -0.9700 3.0488 -0.037 -0.008 -0.072
C 0.4518 -1.6261 3.4129 -0.001 0.043 0.042
O -0.6312 -1.0895 2.6541 -0.095 -0.004 0.034
C -1.3888 -0.0783 3.3230 0.022 -0.046 0.018
H -0.0002 -4.7968 -0.4615 0.001 -0.016 0.009
H -0.0642 -3.4182 -1.5860 0.002 0.027 0.011
H -1.3212 -3.6112 -0.3359 -0.024 0.029 0.020
H 2.1739 -2.4526 -0.6879 -0.025 -0.015 -0.044
H 2.1803 -4.0915 0.0048 -0.039 -0.041 -0.006
H 3.6240 -2.5570 1.3139 0.036 0.019 0.013
H 2.2683 -3.1962 2.2646 0.055 -0.038 -0.015
H 1.6961 0.1120 3.1494 0.035 0.001 -0.027
H 2.5648 -1.3318 3.6999 0.028 -0.006 0.001
H 0.2634 -1.5077 4.4821 -0.053 0.020 0.015
H 0.4824 -2.6916 3.1877 -0.051 -0.019 0.020
H -1.6586 -0.4191 4.3232 -0.025 -0.029 0.003
H -2.2896 0.0844 2.7381 0.019 0.013 -0.044
H -0.8329 0.8556 3.3898 0.091 0.105 0.004
C -3.7773 -0.4255 -2.0125 0.056 -0.020 -0.065
C -2.2972 -0.6090 -1.8051 0.044 0.021 -0.152
O -1.9116 -0.9907 -0.7121 -0.065 0.020 0.115
C -1.3627 -0.3502 -2.9461 0.037 0.011 0.081
C -1.8938 -0.0373 -4.1701 0.008 0.042 -0.143
C -1.0956 0.1533 -5.3157 0.001 0.005 0.004
C 0.2945 0.0035 -5.2558 -0.114 0.018 -0.029
C 0.8775 -0.3314 -4.0686 -0.097 -0.030 0.028
C 0.0942 -0.4979 -2.8574 -0.026 0.001 -0.014
O 0.7248 -0.7480 -1.8124 0.114 0.001 0.026
H -4.2735 -0.5947 -1.0626 -0.010 -0.005 0.018
H -4.1630 -1.1331 -2.7496 0.021 0.030 0.010
H -3.9975 0.5842 -2.3636 -0.003 -0.022 0.012
H -2.9656 0.0597 -4.2711 0.034 0.031 -0.075
H -1.5691 0.4094 -6.2541 -0.017 -0.004 0.029
H 0.8972 0.1484 -6.1421 -0.024 -0.002 -0.003
H 1.9474 -0.4581 -3.9703 -0.021 -0.003 0.053
C 1.1252 4.2054 -0.4383 0.014 0.041 0.036
Ge 0.4814 3.0874 1.0347 0.030 -0.061 0.003
C 1.9822 2.8141 2.2600 0.022 -0.038 -0.048
C -0.9480 4.0244 1.9900 0.031 0.052 0.021
C -0.2470 1.4841 0.2317 -0.011 -0.013 -0.089
H 1.3912 5.1964 -0.0649 0.002 -0.030 -0.056
H 0.3601 4.3177 -1.2078 0.024 0.011 0.017
H 2.0107 3.7528 -0.8871 -0.028 0.035 -0.017
H 2.3447 3.7999 2.5572 0.031 -0.038 0.030
H 2.8020 2.2861 1.7692 -0.038 -0.013 0.036
H 1.7042 2.2780 3.1679 -0.027 0.025 0.001
H -0.6200 5.0381 2.2299 -0.056 -0.038 0.022
H -1.1941 3.5121 2.9216 -0.022 0.025 -0.026
H -1.8484 4.0864 1.3778 0.017 0.008 0.026
H -0.9236 1.7459 -0.5945 -0.010 -0.102 0.068
```
Forces are in eV/Å.

Its LUMO energy (alpha / beta) is -3.25 / -5.81 eV. The spin multiplicity is 5. The net charge is +1. The calculation puts the total energy at -89156.8722 eV. Its HOMO-LUMO gap (alpha / beta) is 6.53 / 5.73 eV. The value obtained for the strongest force on any atom is 0.007 hartree/bohr.